This record from the Open Molecules 2025 dataset describes a molecular structure, C26H22BrCsF6N8O2PS2Se2Te. The level of theory is ωB97M-V with the def2-TZVPD basis set.

Positions of all 72 atoms, in Å:
Cs -0.92152 -1.00989 -0.04303
Br 2.34549 0.27378 1.30044
C 1.38080 1.65373 2.21049
C 1.59618 1.81251 3.56941
C 0.94616 2.87688 4.17045
C 0.15501 3.71569 3.39841
C -0.01158 3.43997 2.04802
N 0.59029 2.38994 1.46953
C -0.91364 4.35237 1.17716
O -1.13839 5.47950 1.66210
O -1.30967 3.86921 0.08085
H 2.21921 1.11932 4.11488
H 1.05486 3.04393 5.23626
H -0.34438 4.58596 3.80136
Se 4.31120 -3.04639 -1.51856
Se 4.95056 0.49380 -3.50628
C 3.59456 1.49739 -2.68737
C 3.79775 2.85939 -2.35867
C 2.79824 3.61016 -1.79500
C 1.55215 3.02747 -1.53052
C 1.41119 1.70373 -1.85017
N 2.38440 0.95729 -2.40914
C 3.28175 -3.22214 0.08805
C 3.90675 -3.22885 1.33836
C 3.12654 -3.31249 2.47918
C 1.74317 -3.36029 2.35985
C 1.22586 -3.34112 1.07676
N 1.95597 -3.28876 -0.03350
H 4.76872 3.28417 -2.56848
H 2.97749 4.65056 -1.54558
H 0.72974 3.55558 -1.06201
H 0.46455 1.22295 -1.62527
H 4.98269 -3.13629 1.40357
H 3.59359 -3.30060 3.45792
H 1.08158 -3.35957 3.21624
H 0.15269 -3.36046 0.92516
C -3.68968 3.28859 3.18390
C -4.41275 2.46978 2.18349
N -5.69752 2.39927 2.04183
N -5.85540 1.54322 0.98168
C -4.71012 1.07790 0.46467
S -4.52105 0.06498 -0.85963
N -3.77664 1.67498 1.25554
N -2.40268 1.49931 1.09235
H -4.42375 3.79112 3.81079
H -3.06990 4.03902 2.68661
H -3.04658 2.66092 3.80606
H -6.76323 1.31561 0.63361
H -1.98525 1.38075 2.00997
H -2.01154 2.35304 0.67226
Te 1.90905 -1.34403 -2.62849
C 1.01867 -0.69215 -4.44800
C 1.70205 0.15702 -5.31028
C 1.06427 0.62847 -6.45211
C -0.24244 0.25770 -6.73539
C -0.91663 -0.59902 -5.87619
C -0.28652 -1.07833 -4.73422
H 2.72853 0.43289 -5.09274
H 1.60144 1.29001 -7.12306
H -0.73742 0.63718 -7.62301
H -1.93852 -0.89363 -6.08733
H -0.81184 -1.75805 -4.07658
F -0.83528 -0.94454 2.42147
P -1.46240 -0.97886 3.97031
F -1.63910 -2.57133 3.81751
F -2.92624 -0.75231 3.33302
F -2.06279 -0.99980 5.45076
F 0.03406 -1.18784 4.52274
F -1.26766 0.62760 4.02760
S 0.61245 -6.05453 -3.13567
C 0.89778 -4.45397 -3.15558
N 1.06774 -3.29889 -3.19631

Atoms 1-2, force components in eV/Å:
Cs -0.38 0.21 -1.68
Br 0.02 -0.10 0.00

Calculated values
- electronic energy (eV) = -299185.744
- charge = -2
- orbital gap (spin up / spin down) (eV) = 6.28 / 5.03
- relative energy (zero: lowest compared OMol25 entry of this formula, charge and spin) (eV) = 0.8399
- LUMO energy (spin up / spin down) (eV) = 3.6563 / 2.4605
- 2S+1 = 2

Here are the Mulliken charges for atoms 1 to 8, given in e: Cs 1.28; Br -0.05; C 0.07; C -0.49; C -0.57; C -0.59; C 0.22; N 0.27

This record from the Open Molecules 2025 dataset describes a molecular structure, C26H22Cl2F6NO2RbS. The level of theory is ωB97M-V with the def2-TZVPD basis set.

Positions of all 61 atoms, in Å:
Rb -1.98308 -1.65686 0.23935
C 0.64820 0.38928 3.21716
C 0.94455 1.85298 2.86512
C -0.21058 2.77221 3.27477
C 1.35285 1.99674 1.40702
C 2.65536 2.39845 1.13846
C 3.14671 2.47765 -0.15541
C 2.32460 2.10490 -1.20465
C 1.01560 1.70096 -0.98512
C 0.18460 1.19130 -2.14610
C -0.06433 2.25999 -3.21312
C 0.82780 -0.05929 -2.75912
C 0.48602 1.68075 0.32945
N -0.81001 1.25351 0.55638
C -1.84741 2.02084 0.23765
C -1.77827 3.37702 -0.20856
C -2.90842 4.11818 -0.49500
C -4.18599 3.58320 -0.35840
C -4.30141 2.27497 0.11210
C -3.17672 1.55189 0.40196
F -3.34279 0.29763 0.93863
H 0.42300 0.28533 4.28249
H 1.50875 -0.23842 2.97646
H -0.20287 0.04163 2.63571
H 1.81722 2.15487 3.45589
H -1.12623 2.48979 2.76106
H 0.01579 3.81103 3.02267
H -0.37968 2.70531 4.35383
H 3.31155 2.64378 1.96838
H 4.16777 2.79243 -0.33753
H 2.71734 2.11692 -2.21716
H -0.78489 0.89455 -1.74590
H 0.87624 2.61699 -3.64226
H -0.59662 3.10900 -2.78255
H -0.67499 1.84714 -4.02068
H 1.77915 0.17972 -3.24158
H 0.16460 -0.50117 -3.50697
H 1.02397 -0.79989 -1.98132
H -0.79307 3.81761 -0.30367
H -2.79393 5.14563 -0.82694
H -5.06779 4.16288 -0.59759
H -5.26992 1.81261 0.26223
F 5.60435 -3.37278 0.42803
C 4.31579 -3.76818 0.48128
C 3.28892 -2.84025 0.49470
F 3.59169 -1.53385 0.46304
C 1.97797 -3.26050 0.53686
F 1.02597 -2.31549 0.54368
C 1.58893 -4.61482 0.56394
S -0.03796 -5.10801 0.59260
C 2.67479 -5.51696 0.56273
F 2.44000 -6.83644 0.60014
C 3.99143 -5.11271 0.51879
F 4.98563 -6.02334 0.50967
Cl -3.47912 -5.34638 -3.02504
C -3.02212 -4.23179 -1.73146
Cl -2.36679 -2.73937 -2.44099
C -4.24319 -3.86819 -0.75912
O -5.34906 -4.28863 -1.09117
O -3.86982 -3.19508 0.22524
H -2.21006 -4.70127 -1.18004

Atoms 1-2, force components in eV/Å:
Rb 2.02 0.33 0.79
C 0.08 0.13 -0.06

Calculated values
- electronic energy (eV) = -85747.535
- charge = -2
- orbital gap (eV) = 6.03
- relative energy (zero: lowest compared OMol25 entry of this formula, charge and spin) (eV) = 0.6861
- LUMO energy (eV) = 4.0596

Here are the Mulliken charges for atoms 1 to 8, given in e: Rb 0.91; C -1.20; C 0.25; C -1.41; C 1.12; C -0.81; C -1.47; C -0.04

This record from the Open Molecules 2025 dataset describes a molecular structure, C26H23AsBrFeNO10S2. The level of theory is ωB97M-V with the def2-TZVPD basis set.

Positions of all 65 atoms, in Å:
Fe -0.59381 -0.71106 -1.21650
Br -1.58842 -2.15427 -3.00560
C -2.80551 -3.26574 -2.00379
C -2.87986 -4.55515 -2.43035
C -3.93683 -5.36113 -1.96478
C -4.92477 -4.81154 -1.20115
C -4.85633 -3.46488 -0.76062
C -5.90997 -2.87876 -0.02570
C -5.79002 -1.58106 0.40637
C -4.60027 -0.86584 0.24475
C -3.48179 -1.43804 -0.36498
C -3.69428 -2.69592 -1.06640
H -2.15579 -4.94056 -3.13612
H -3.97604 -6.40330 -2.25784
H -5.78362 -5.40499 -0.90442
H -6.79810 -3.46316 0.18835
H -6.61786 -1.10874 0.92505
H -4.47718 0.11475 0.68726
O -1.81706 -3.72356 1.40614
As -0.28165 -3.31750 0.40695
O 0.68346 -4.58170 0.92026
O -2.31359 -0.91385 -0.21694
C 0.32867 -1.85332 1.65276
C -0.21165 -1.75443 2.93531
C 0.24781 -0.81131 3.83984
C 1.27918 0.05845 3.49338
C 1.83288 -0.01383 2.23062
C 1.35073 -0.95867 1.32231
S 1.99546 -0.76943 -0.33005
O 1.43475 -1.83064 -1.18622
O 3.43337 -0.71839 -0.27653
O 1.34932 0.49458 -0.77805
H -1.57857 -4.59631 1.75230
H -1.01675 -2.43283 3.19332
H -0.20339 -0.74404 4.82428
H 1.63582 0.80675 4.19194
H 2.61817 0.66883 1.92756
C 6.57766 1.57345 -1.57534
C 5.43287 2.41606 -1.07942
C 4.36291 2.72049 -1.91550
C 3.24996 3.38799 -1.43308
C 3.21462 3.75703 -0.09337
C 4.28109 3.48985 0.74902
C 5.39081 2.83210 0.24728
S 1.74241 4.46695 0.58002
O 1.59025 5.82264 0.10556
O 1.77513 4.30770 2.01709
N 0.62836 3.52266 -0.14814
C -0.75024 3.60613 0.37860
C -1.56842 2.38553 -0.01917
C -1.60966 2.21468 -1.55592
O -1.99109 3.19549 -2.19914
O -1.25758 1.09033 -2.06807
H 6.70344 1.66613 -2.65437
H 6.36667 0.52478 -1.34587
H 7.51417 1.84382 -1.08524
H 4.38260 2.39287 -2.94843
H 2.40173 3.59814 -2.07213
H 4.21498 3.77783 1.79109
H 6.21394 2.58907 0.91062
H 0.97079 2.55924 -0.20613
H -1.21766 4.49201 -0.04834
H -0.72605 3.70853 1.46608
H -2.58977 2.55997 0.31590
H -1.20044 1.47914 0.46373

Atoms 1-2, force components in eV/Å:
Fe -0.16 0.95 0.35
Br -0.32 -0.43 -0.31

Calculated values
- electronic energy (eV) = -236242.762
- charge = -2
- orbital gap (spin up / spin down) (eV) = 6.12 / 6.10
- relative energy (zero: lowest compared OMol25 entry of this formula, charge and spin) (eV) = 0.7214
- LUMO energy (spin up / spin down) (eV) = 4.2464 / 4.2464
- 2S+1 = 5

Here are the Mulliken charges for atoms 1 to 8, given in e: Fe 1.19; Br -0.21; C 0.18; C -0.56; C -0.68; C -0.81; C 0.77; C -1.07

This record from the Open Molecules 2025 dataset describes a molecular structure, C26H23AsO6V. The level of theory is ωB97M-V with the def2-TZVPD basis set.

Positions of all 57 atoms, in Å:
V 1.24268 0.41675 1.63401
O -2.12803 -0.94370 2.98303
C -1.34415 -0.09798 2.64444
O -0.49994 -0.25669 1.63107
C -1.40033 1.33125 3.19217
C -1.54721 2.24315 1.94871
C -2.21728 3.55609 2.32720
C -1.09397 4.23553 3.13877
C 0.05183 3.23656 3.00428
O -0.16573 2.61166 1.70714
C -0.13741 1.98938 3.88797
C 1.08902 1.13457 3.64475
O 1.06522 -0.10561 3.75858
O 2.01344 1.61244 2.87212
H -2.25474 1.37687 3.86268
H -1.93981 1.74222 1.06788
H -3.12785 3.39064 2.89934
H -2.47144 4.12953 1.43770
H -1.35425 4.40922 4.18170
H -0.80908 5.18969 2.70121
H 1.04654 3.66024 3.04214
H -0.31366 2.15948 4.94831
O 1.46798 0.36884 -0.21807
As 0.77320 -0.74768 -1.28048
C 0.94661 -2.40527 -0.34885
C 1.91005 -2.47974 0.65265
C 2.03343 -3.63648 1.40631
C 1.20668 -4.71858 1.13876
C 0.26374 -4.65094 0.12206
C 0.12725 -3.49125 -0.62674
C 1.82191 -0.65708 -2.87377
C 1.29631 -1.10205 -4.08311
C 2.09697 -1.08350 -5.21415
C 3.40558 -0.62662 -5.13033
C 3.92205 -0.18421 -3.92037
C 3.13112 -0.19943 -2.78275
C -1.05524 -0.31600 -1.62648
C -2.07355 -0.86610 -0.85190
C -3.38130 -0.46485 -1.07589
C -3.66283 0.47757 -2.05668
C -2.64084 1.03035 -2.81836
C -1.33066 0.63452 -2.60602
H 2.61299 -1.66112 0.81440
H 2.77577 -3.69506 2.19037
H 1.30089 -5.62262 1.72463
H -0.37498 -5.49915 -0.08252
H -0.62494 -3.43258 -1.40404
H 0.27280 -1.45269 -4.14841
H 1.69888 -1.42366 -6.16023
H 4.02685 -0.61225 -6.01568
H 4.94030 0.17521 -3.86251
H 3.51814 0.15792 -1.83691
H -1.85145 -1.57097 -0.06147
H -4.17806 -0.88424 -0.47672
H -4.68577 0.78522 -2.22846
H -2.86367 1.76819 -3.57690
H -0.53007 1.06500 -3.19658

Atoms 1-2, force components in eV/Å:
V -0.81 -0.45 -0.53
O 0.12 0.09 -0.10

Calculated values
- electronic energy (eV) = -126141.770
- charge = +1
- orbital gap (spin up / spin down) (eV) = 8.69 / 9.33
- relative energy (zero: lowest compared OMol25 entry of this formula, charge and spin) (eV) = 0.0000
- LUMO energy (spin up / spin down) (eV) = -3.7194 / -3.1588
- 2S+1 = 3

Here are the Mulliken charges for atoms 1 to 8, given in e: V 0.57; O -0.64; C 0.04; O 0.01; C -0.11; C -0.12; C -0.91; C -1.00